[1]
Computed, not measured: an isolated molecule of Br5HSi2, with ωB97M-V/def2-TZVPD.

The gap between HOMO and LUMO comes out at 9.79 eV. Its SMILES is Br[SiH](Br)[Si](Br)(Br)Br. Its highest occupied orbital energy is -10.15 eV. The value obtained for the lowest unoccupied orbital energy is -0.0132 Ha.

Each line ends with the Mulliken charge.
Element x y z (Å)
Si1 1.24324 -0.52593 0.04563  0.537
Si2 -0.96511 0.66595 -0.07325  0.530
Br1 1.37658 -1.85003 -1.78020  -0.186
Br2 1.33046 -1.64864 1.89646  -0.162
Br3 -0.97885 2.67645 0.74767  -0.186
Br4 -1.92387 0.78757 -2.19417  -0.243
Br5 -2.38823 -0.50104 1.14132  -0.194
H1 2.30578 0.39566 0.21654  -0.095


[2]
Computed, not measured: the ion C7H7O2S with charge -1, with ωB97M-V/def2-TZVPD.

The gap between HOMO and LUMO comes out at 6.88 eV. Its highest occupied orbital energy is -3.17 eV. Its net charge is -1. The value obtained for the lowest unoccupied orbital energy is 0.1364 Ha.

Each line ends with the Mulliken charge.
Element x y z (Å)
C1 1.28232 -1.12189 0.58691  -0.601
C2 1.27798 1.39531 0.25497  -0.470
C3 0.07396 -1.26531 1.05893  -0.473
C4 -0.00148 1.48136 0.47575  -0.056
C5 0.16754 -0.07315 -1.27158  -0.647
C6 1.43295 0.03453 -0.43102  0.090
C7 -0.75969 0.48324 -0.18800  -0.284
O1 -2.99043 -0.74782 -1.39003  -0.653
O2 -3.09449 -0.34612 1.03604  -0.601
S1 -2.75623 0.24261 -0.25421  0.454
H1 1.98713 -1.75743 0.95635  0.501
H2 2.11209 2.03016 0.74498  0.266
H3 -0.58655 -1.71605 1.86940  0.313
H4 -0.48873 2.21682 1.22295  0.269
H5 0.14140 0.57080 -2.13030  0.370
H6 -0.13137 -1.16242 -1.52316  0.183
H7 2.33362 -0.26463 -1.01798  0.339


[3]
Computed, not measured: a cluster of 2 separate species, C2H4NO2 in total, with ωB97M-V/def2-TZVPD.

The gap between HOMO and LUMO (alpha / beta) comes out at 9.11 / 9.10 eV. Its highest occupied orbital energy (alpha / beta) is -15.64 / -15.65 eV. Its net charge is +1. The value obtained for the lowest unoccupied orbital energy (alpha / beta) is -0.2401 / -0.2407 Ha.

Each line ends with the Mulliken charge.
Element x y z (Å)
C1 2.80897 0.06079 0.03144  0.632
C2 -1.93848 -0.94981 -0.05888  -0.198
N1 -1.15816 0.21258 -0.14324  -0.254
O1 3.93708 -0.01616 0.01833  -0.249
O2 1.65368 0.14781 0.03713  -0.473
H1 -2.64331 -0.93100 0.79160  0.269
H2 -0.12954 -0.05142 -0.04552  0.455
H3 -1.34407 1.00509 0.50183  0.382
H4 -1.18618 0.52211 -1.13268  0.437